Record 1
12
Properties=species:S:1:pos:R:3:lowdin_charge:R:1 method="wB97M-V/def2-TZVPD" fmax_ha_per_bohr=0.0656 gap_ha=0.3134 lumo_ev=-0.1 charge=0 homo_energy_ev=-8.668 de_lowest_kcal_mol=15.5 smiles="F[C@H]1C[C@H]1C(=S)S"
F 1.371 0.998 -1.087 0.015
C 1.240 -0.232 -0.606 -0.342
C 1.044 -0.345 0.851 -0.068
C -0.109 -0.698 -0.099 -0.294
C -1.321 0.209 -0.168 -1.150
S -2.797 -0.426 -0.440 0.644
S -1.108 1.918 0.058 0.797
H 1.969 -1.033 -1.058 0.185
H 1.020 0.532 1.478 0.104
H 1.423 -1.234 1.345 0.108
H -0.286 -1.754 -0.221 0.119
H -2.445 2.067 -0.053 -0.118

***

Record 2
74
Properties=species:S:1:pos:R:3:lowdin_charge:R:1 method="wB97M-V/def2-TZVPD" fmax_ha_per_bohr=0.0708 gap_ha="0.1939 / 0.1940" lumo_ev="-14.7 / -14.7" charge=+4 homo_energy_ev="-19.950 / -19.951" de_lowest_kcal_mol=17.2
Zr -0.096 -0.131 0.437 1.141
P 2.503 -1.006 0.640 0.741
P 0.926 2.400 -0.310 0.768
P -0.626 -2.698 -0.135 0.744
H -4.089 0.102 -2.375 0.091
C -3.924 -0.730 -1.667 -0.130
C -4.071 -0.528 -0.327 -0.096
H -4.423 0.469 0.000 0.094
C 3.408 -1.375 -0.902 -0.215
C 3.616 0.150 1.501 -0.226
C 2.790 -2.537 1.614 -0.223
C -0.047 3.902 -0.738 -0.221
C 2.151 3.173 0.796 -0.235
C 1.784 2.203 -1.938 -0.224
C -2.315 -3.145 -0.655 -0.233
C -0.620 -3.593 1.478 -0.199
C 0.376 -3.739 -1.262 -0.199
H -3.871 -1.696 -2.170 0.079
H -4.083 -1.317 0.435 0.067
H 4.445 -1.678 -0.685 0.096
H 3.415 -0.485 -1.541 0.047
H 2.891 -2.171 -1.455 0.043
H 4.510 -0.374 1.868 0.089
H 3.097 0.603 2.358 0.038
H 3.924 0.964 0.832 0.051
H 3.850 -2.616 1.879 0.087
H 2.498 -3.428 1.051 0.043
H 2.210 -2.512 2.541 0.042
H 0.377 4.784 -0.226 0.075
H -1.100 3.809 -0.440 0.048
H -0.006 4.090 -1.822 0.053
H 3.166 3.017 0.413 0.060
H 2.062 2.730 1.794 0.035
H 1.957 4.248 0.885 0.068
H 1.614 3.116 -2.534 0.073
H 1.364 1.352 -2.499 0.022
H 2.864 2.061 -1.788 0.059
H -2.482 -4.213 -0.870 0.109
H -2.510 -2.572 -1.556 0.010
H -3.038 -2.815 0.096 0.045
H -1.217 -4.514 1.433 0.097
H -1.052 -2.936 2.243 0.042
H 0.401 -3.842 1.779 0.041
H -0.188 -4.624 -1.611 0.094
H 1.299 -4.063 -0.760 0.054
H 0.644 -3.121 -2.132 0.048
C -1.182 1.013 -2.921 -0.567
C -0.559 0.097 -3.784 -0.091
C -0.423 0.456 -5.123 -0.006
C -0.782 1.743 -5.509 0.010
C -1.339 2.670 -4.635 -0.004
C -1.552 2.312 -3.321 -0.106
S -1.760 0.613 -1.294 0.847
H -1.035 -0.919 -1.135 -0.061
H -0.192 -0.860 -3.372 0.107
H -0.059 -0.272 -5.845 0.141
H -0.635 2.062 -6.524 0.138
H -1.620 3.665 -4.957 0.144
H -2.029 2.983 -2.599 0.116
C -2.347 1.336 3.840 -0.025
C -1.175 1.631 2.920 -0.206
O -0.447 0.422 2.554 -0.415
C -0.125 -0.540 3.628 -0.199
C 0.699 0.139 4.720 -0.016
H -3.018 0.589 3.388 0.100
H -2.936 2.252 3.997 0.122
H -2.024 0.982 4.826 0.095
H -1.494 2.063 1.964 0.111
H -0.443 2.306 3.371 0.140
H 0.452 -1.346 3.131 0.086
H -1.083 -0.938 4.001 0.138
H 0.986 -0.651 5.423 0.118
H 1.626 0.582 4.317 0.090
H 0.111 0.899 5.262 0.101

***

Record 3
128
Properties=species:S:1:pos:R:3:lowdin_charge:R:1 method="wB97M-V/def2-TZVPD" fmax_ha_per_bohr=0.1168 gap_ha=0.1710 lumo_ev=1.2 charge=-1 homo_energy_ev=-3.488
C 3.629 0.519 1.218 -0.097
C 2.825 -0.618 1.786 -0.213
C 1.204 -0.800 1.677 -0.300
Ga 0.706 -2.543 2.773 0.129
C 1.152 -4.171 1.721 -0.236
C 2.359 -5.264 2.438 -0.205
C 3.903 -4.555 2.702 -0.083
O 2.816 -4.950 3.888 -0.281
P 1.346 -2.250 4.961 0.657
C 0.330 -0.712 5.586 -0.406
C 3.183 -2.092 5.313 -0.436
H 4.258 0.266 0.241 0.037
H 3.692 1.580 1.719 0.038
H 3.422 -1.429 2.381 0.051
H 0.580 0.074 2.139 0.039
H 0.791 -1.009 0.601 0.036
H -0.932 -2.450 2.794 -0.058
H 1.529 -3.917 0.647 0.044
H 0.242 -4.916 1.646 0.039
H 2.328 -6.463 2.047 0.146
H 3.541 -3.617 2.051 0.039
H 4.313 -3.906 3.538 0.075
H 0.748 -0.245 6.576 0.026
H 0.412 0.096 4.719 0.014
H -0.815 -0.986 5.655 0.036
H 3.601 -3.053 5.875 0.041
H 3.334 -1.203 6.095 0.031
H 3.910 -1.880 4.432 0.012
C -0.907 1.760 -0.942 -0.068
C -1.159 2.914 -0.033 -0.324
O -2.106 2.412 0.883 0.119
C -1.857 1.074 0.953 -0.501
O -2.280 0.344 1.834 0.132
O -1.067 0.650 -0.081 0.058
F -1.720 3.944 -0.705 0.064
H -1.637 1.695 -1.756 0.145
H 0.097 1.780 -1.372 0.150
H -0.272 3.260 0.508 0.185
C 4.238 1.938 7.893 -0.079
C 4.090 3.345 7.424 -0.337
O 3.781 3.205 6.056 0.141
C 3.137 2.009 5.958 -0.495
O 2.476 1.663 4.993 0.145
O 3.314 1.244 7.079 0.051
F 5.260 4.014 7.530 0.074
H 5.244 1.538 7.723 0.150
H 3.991 1.824 8.952 0.143
H 3.294 3.904 7.926 0.176
C -5.656 2.000 0.917 -0.068
C -5.878 2.303 -0.525 -0.329
O -7.257 2.584 -0.594 0.139
C -7.579 3.088 0.630 -0.505
O -8.607 3.698 0.871 0.133
O -6.603 2.834 1.555 0.082
F -5.625 1.217 -1.290 0.080
H -5.866 0.955 1.168 0.138
H -4.640 2.242 1.242 0.134
H -5.308 3.162 -0.896 0.175
C 2.295 -5.221 -2.933 -0.070
C 3.160 -4.239 -3.646 -0.319
O 2.425 -3.038 -3.573 0.135
C 1.700 -3.136 -2.423 -0.495
O 1.155 -2.192 -1.875 0.151
O 1.664 -4.420 -1.953 0.070
F 3.299 -4.575 -4.948 0.054
H 1.534 -5.666 -3.583 0.149
H 2.873 -6.025 -2.469 0.150
H 4.146 -4.096 -3.190 0.183
C -2.720 8.675 0.476 -0.084
C -2.177 7.894 -0.672 -0.331
O -0.811 7.749 -0.355 0.141
C -0.760 7.758 1.007 -0.501
O 0.201 7.386 1.658 0.147
O -1.922 8.230 1.554 0.081
F -2.275 8.597 -1.823 0.077
H -2.592 9.755 0.351 0.154
H -3.777 8.466 0.658 0.114
H -2.633 6.906 -0.799 0.174
C -2.002 -6.175 3.804 -0.066
C -2.065 -7.570 4.325 -0.328
O -2.648 -8.293 3.265 0.137
C -2.279 -7.626 2.136 -0.502
O -2.356 -8.090 1.010 0.129
O -1.803 -6.375 2.419 0.052
F -2.886 -7.648 5.397 0.078
H -2.934 -5.622 3.961 0.142
H -1.178 -5.605 4.240 0.148
H -1.088 -8.002 4.571 0.177
C 2.768 -3.514 -7.486 -0.082
C 2.900 -2.237 -8.243 -0.322
O 3.694 -2.592 -9.352 0.115
C 3.418 -3.907 -9.580 -0.498
O 3.696 -4.496 -10.611 0.145
O 2.783 -4.484 -8.514 0.086
F 3.569 -1.313 -7.518 0.084
H 3.609 -3.692 -6.807 0.134
H 1.838 -3.564 -6.913 0.149
H 1.948 -1.821 -8.590 0.180
C -6.964 10.120 -1.014 -0.071
C -6.259 9.465 0.123 -0.317
O -5.564 10.527 0.736 0.135
C -6.317 11.635 0.485 -0.496
O -6.194 12.694 1.077 0.153
O -7.233 11.411 -0.506 0.079
F -5.354 8.566 -0.324 0.055
H -6.338 10.206 -1.909 0.152
H -7.890 9.604 -1.283 0.148
H -6.926 8.992 0.852 0.185
C 6.795 -1.181 -9.191 -0.074
C 7.338 -1.962 -10.338 -0.328
O 8.704 -2.107 -10.021 0.141
C 8.755 -2.097 -8.660 -0.501
O 9.716 -2.470 -8.008 0.144
O 7.593 -1.626 -8.112 0.078
F 7.241 -1.259 -11.489 0.081
H 6.923 -0.100 -9.315 0.152
H 5.738 -1.390 -9.009 0.116
H 6.883 -2.950 -10.465 0.178
C -4.189 -3.260 0.356 -0.066
C -4.440 -2.106 1.266 -0.325
O -5.387 -2.608 2.181 0.143
C -5.138 -3.946 2.251 -0.500
O -5.561 -4.676 3.132 0.134
O -4.348 -4.370 1.218 0.071
F -5.001 -1.076 0.594 0.062
H -4.918 -3.325 -0.458 0.145
H -3.184 -3.240 -0.074 0.150
H -3.553 -1.759 1.807 0.152

***

Record 4
46
Properties=species:S:1:pos:R:3:lowdin_charge:R:1 method="wB97M-V/def2-TZVPD" fmax_ha_per_bohr=0.0836 gap_ha="0.1525 / 0.1605" lumo_ev="-9.5 / -9.3" charge=+2 multiplicity=8 homo_energy_ev="-13.624 / -13.625" s_squared=15.76
C 2.477 -1.992 1.141 -0.024
C 3.602 -0.941 1.221 -0.428
C 3.507 0.130 0.059 -0.573
Br 4.677 1.682 0.475 0.781
C 2.052 0.516 -0.081 -0.252
C 1.507 1.274 0.934 -0.020
C 0.195 1.638 0.930 -0.110
C -0.434 2.434 2.062 -0.111
O -1.540 1.700 2.591 -0.093
N -1.059 0.548 3.230 -0.027
O -1.802 0.192 4.048 0.112
C -0.569 1.224 -0.148 0.004
C -0.044 0.470 -1.168 -0.017
C 1.298 0.099 -1.157 -0.100
C 1.865 -0.732 -2.297 -0.002
C 1.411 -2.199 -2.153 -0.480
O 2.193 -3.065 -2.462 0.133
O 0.184 -2.525 -1.672 0.124
C -0.997 0.046 -2.288 -0.242
O -0.651 -0.093 -3.433 0.162
C -2.417 -0.198 -1.835 -0.196
N -3.078 -1.205 -2.527 0.158
C -2.923 0.534 -0.841 -0.066
C -4.332 0.310 -0.308 -0.094
C -4.577 0.977 1.033 -0.769
O -4.192 0.580 2.087 0.061
Cl -5.500 2.511 0.962 0.693
C -2.053 1.599 -0.256 -0.258
O -2.448 2.688 0.074 0.145
H 2.369 -2.402 0.136 0.089
H 2.692 -2.841 1.803 0.099
H 1.539 -1.573 1.508 0.107
H 4.567 -1.522 1.187 -0.004
H 3.431 -0.386 2.200 0.078
H 3.919 -0.352 -0.824 0.093
H 2.150 1.566 1.762 0.107
H 0.305 2.628 2.846 0.126
H -0.804 3.397 1.717 0.142
H 1.590 -0.316 -3.266 0.142
H 2.953 -0.736 -2.286 0.110
H -0.017 -2.046 -0.858 0.111
H -3.924 -1.508 -2.069 0.094
H -3.219 -0.996 -3.507 0.124
H -5.106 0.545 -1.043 0.131
H -4.403 -0.770 -0.126 0.133
Eu 5.606 -0.890 2.598 1.804

***

- Look up the charge of the second one.
  +4

***

- Which of these has the highest charge?
  C21H47OP3SZr

***

- Among the records above, which one has the lowest charge?
  C38H47F10GaO31P